[1]
Molecular formula: H30O15
Method: DFT, wB97M-V/def2-TZVPD

Results
Kohn-Sham gap: 0.29242 hartree
relative energy (zero: lowest compared OMol25 entry of this formula, charge and spin): 9.7324 eV
spin multiplicity: 1
HOMO level: -8.264 eV
LUMO level: -0.31 eV
DFT total energy: -31191.93315 eV

```
45
Properties=species:S:1:pos:R:3:mulliken_charge:R:1
H 0.27 -1.13 -0.09 0.338
H -0.46 0.12 -0.43 0.254
H -5.03 -1.45 -0.43 0.279
H -5.77 -0.21 -0.30 0.254
H -1.33 -0.87 5.50 0.283
H -1.10 -0.43 3.97 0.327
H -3.58 2.83 0.86 0.297
H -4.24 2.18 -0.26 0.297
H 3.73 -1.19 -2.73 0.268
H 3.38 0.16 -2.10 0.322
H -3.58 0.29 -2.82 0.293
H -2.78 -0.96 -2.47 0.305
H 1.41 -2.69 3.38 0.321
H 3.05 -2.69 3.27 0.324
H -0.10 1.74 -3.99 0.299
H 0.06 3.24 -4.11 0.284
H 4.47 -1.88 0.56 0.297
H 3.84 -0.88 1.53 0.261
H -1.86 -0.85 0.44 0.199
H -2.23 -2.01 1.16 0.232
H 0.09 3.94 -1.92 0.347
H 0.66 4.10 -0.51 0.222
H 2.75 -0.93 -0.04 0.046
H 2.17 0.46 0.21 0.245
H -0.05 -3.61 1.73 0.287
H 0.06 -4.36 0.45 0.268
H 0.25 1.91 1.22 0.225
H 0.47 2.48 -0.27 0.042
H 0.34 1.61 -1.66 0.312
H 1.00 0.35 -2.36 0.229
O 0.16 -0.17 0.19 -0.621
O -4.91 -0.47 -0.31 -0.508
O -1.32 -1.14 4.64 -0.607
O -4.42 2.52 0.62 -0.606
O 3.16 -0.40 -2.84 -0.581
O -2.69 0.01 -2.70 -0.596
O 2.32 -2.75 3.87 -0.631
O 0.37 2.44 -3.52 -0.548
O 4.60 -1.31 1.33 -0.583
O -1.44 -1.58 0.91 -0.422
O 0.46 4.57 -1.24 -0.596
O 2.15 -0.31 -0.39 -0.171
O 0.61 -4.02 1.12 -0.570
O 0.32 1.73 0.27 -0.380
O 1.14 0.97 -1.66 -0.535
```

=====

[2]
Molecular formula: C5H8O
Method: DFT, wB97M-V/def2-TZVPD

Results
Kohn-Sham gap: 0.37326 hartree
relative energy (zero: lowest compared OMol25 entry of this formula, charge and spin): 1.9520 eV
spin multiplicity: 1
HOMO level: -9.094 eV
LUMO level: 1.06 eV
DFT total energy: -7360.30330 eV
SMILES string: C1=CCOCC1

```
14
Properties=species:S:1:pos:R:3:mulliken_charge:R:1
C -0.05 1.28 0.30 -0.276
C 1.17 0.75 0.28 -0.456
C 1.41 -0.73 0.16 -0.238
O 0.21 -1.48 0.32 -0.381
C -0.88 -0.93 -0.38 -0.538
C -1.27 0.44 0.18 -0.428
H -0.14 2.37 0.35 0.360
H 1.62 1.52 -0.32 0.247
H 2.09 -1.08 0.95 0.267
H 1.89 -0.95 -0.81 0.263
H -1.71 -1.64 -0.27 0.287
H -0.65 -0.85 -1.46 0.318
H -2.01 0.93 -0.47 0.335
H -1.70 0.35 1.17 0.240
```

=====

[3]
Molecular formula: C4H10N2O2
Method: DFT, wB97M-V/def2-TZVPD

Results
Kohn-Sham gap: 0.36741 hartree
relative energy (zero: lowest compared OMol25 entry of this formula, charge and spin): 0.4742 eV
spin multiplicity: 1
HOMO level: -9.433 eV
LUMO level: 0.56 eV
DFT total energy: -11386.42859 eV
SMILES string: CC(N)=O.CC(N)=O

```
18
Properties=species:S:1:pos:R:3:mulliken_charge:R:1
C -1.04 -1.88 1.57 -0.966
C 0.16 -2.61 1.01 0.616
N 0.86 -1.87 0.07 -0.347
O 0.52 -3.72 1.32 -0.631
H -1.52 -2.70 2.13 0.306
H -1.74 -1.60 0.80 0.324
H -0.78 -1.08 2.25 0.263
H 1.62 -2.31 -0.40 0.189
H 0.51 -0.94 -0.06 0.207
C 0.12 1.39 -1.85 -1.096
C 0.06 1.86 -0.42 0.694
N 0.45 3.16 -0.20 -0.413
O -0.36 1.19 0.51 -0.586
H 1.12 1.49 -2.28 0.317
H -0.65 1.93 -2.38 0.359
H -0.21 0.36 -1.86 0.312
H 0.38 3.48 0.74 0.249
H 0.50 3.85 -0.94 0.205
```

=====

[4]
Molecular formula: C30H18F5IMgN5O3S3
Method: DFT, wB97M-V/def2-TZVPD

Results
Kohn-Sham gap: 0.26592 hartree
relative energy (zero: lowest compared OMol25 entry of this formula, charge and spin): 0.4163 eV
spin multiplicity: 1
HOMO level: -5.245 eV
charge: -1
LUMO level: 1.99 eV
DFT total energy: -104639.42322 eV

```
66
Properties=species:S:1:pos:R:3:mulliken_charge:R:1
Mg 0.60 0.68 -0.46 0.537
O 4.31 0.79 1.12 -0.858
C 3.32 0.58 0.40 0.196
N 2.06 0.37 0.77 -0.159
C 1.74 0.56 2.16 -1.116
C 0.53 1.44 2.31 0.561
C 0.30 2.11 3.51 -0.842
C -0.80 2.94 3.61 -0.425
C -1.65 3.07 2.52 -0.867
C -1.35 2.36 1.37 -0.068
N -0.29 1.56 1.26 0.604
C 3.51 0.53 -1.10 0.250
C 4.79 0.62 -1.63 -0.554
C 4.95 0.64 -3.00 -0.410
C 3.82 0.55 -3.80 -0.846
C 2.58 0.44 -3.19 -0.401
N 2.42 0.45 -1.87 0.421
H 1.50 -0.40 2.64 0.238
H 2.59 0.99 2.70 0.576
H 0.98 1.96 4.33 0.493
H -1.00 3.48 4.53 0.392
H -2.51 3.72 2.54 0.420
H -1.99 2.44 0.50 0.133
H 5.62 0.67 -0.94 0.544
H 5.93 0.73 -3.45 0.404
H 3.89 0.58 -4.88 0.415
H 1.68 0.36 -3.78 0.494
O 0.15 -1.53 5.40 -0.668
S -1.17 -1.55 4.81 1.105
O -2.22 -0.89 5.54 -0.689
N -1.11 -1.05 3.25 -0.219
C -1.34 -2.03 2.41 0.341
S -1.28 -1.88 0.74 -0.234
C -1.67 -3.34 3.06 0.092
C -1.99 -4.54 2.45 -0.516
C -2.27 -5.63 3.26 -0.599
C -2.24 -5.53 4.65 -0.425
C -1.91 -4.32 5.25 -0.635
C -1.64 -3.24 4.44 0.031
H -2.01 -4.61 1.37 0.424
H -2.52 -6.59 2.81 0.370
H -2.47 -6.39 5.26 0.368
H -1.88 -4.23 6.33 0.411
I -2.40 0.71 -2.08 0.198
C -1.25 -1.02 -2.30 -0.169
C -1.79 -2.13 -2.92 -0.508
C -0.98 -3.26 -3.02 -0.406
C 0.30 -3.22 -2.50 -0.872
C 0.74 -2.05 -1.91 -0.264
N -0.02 -0.95 -1.83 0.503
H -2.80 -2.13 -3.29 0.472
H -1.36 -4.15 -3.50 0.382
H 0.94 -4.09 -2.53 0.439
H 1.73 -1.96 -1.48 0.435
F -2.90 4.57 -5.49 -0.332
C -2.02 4.27 -4.52 0.692
C -2.33 4.52 -3.19 0.176
F -3.51 5.08 -2.88 -0.328
C -1.42 4.20 -2.20 0.121
F -1.77 4.48 -0.94 -0.378
C -0.18 3.60 -2.46 0.373
S 0.94 3.20 -1.20 -0.463
C 0.10 3.41 -3.82 0.234
F 1.27 2.88 -4.19 -0.354
C -0.80 3.71 -4.83 0.083
F -0.49 3.46 -6.11 -0.326
```